1.
This record from OMol25 describes C33H29AsBrN8Pt as an isolated structure. The level of theory is ωB97M-V/def2-TZVPD.

```
73
C33H29AsBrN8Pt ωB97M-V/def2-TZVPD
Pt 0.23513 0.44313 -0.47607
C 2.75370 -3.37346 -0.98572
C 2.38489 -2.04034 -1.03048
N 1.11126 -1.66297 -0.95544
C 0.18932 -2.63043 -0.86145
C 0.58422 -3.96484 -0.79087
N 1.85155 -4.33924 -0.84740
C -1.22597 -2.19502 -0.81915
C -2.29157 -3.07755 -0.76102
C -3.59723 -2.59460 -0.69308
C -3.76295 -1.21108 -0.69390
C -2.66346 -0.37311 -0.79674
N -1.41590 -0.86754 -0.85887
C -2.78899 1.10346 -0.83850
C -4.00392 1.75696 -1.02242
N -4.11344 3.07658 -1.00721
C -2.99803 3.76765 -0.81015
C -1.76920 3.13980 -0.66216
N -1.66327 1.81530 -0.68687
C -4.76811 -3.51882 -0.62147
C -6.07788 -3.02709 -0.68558
C -7.16410 -3.89363 -0.62014
N -6.83273 -5.14930 -0.50015
C -5.68127 -5.75727 -0.43040
C -4.58636 -4.90120 -0.49183
H 3.79171 -3.67425 -1.05905
H 3.11985 -1.25593 -1.14485
H -0.13731 -4.76383 -0.68097
H -2.08538 -4.13489 -0.78392
H -4.73927 -0.76388 -0.60157
H -4.91966 1.20944 -1.20558
H -3.08161 4.84678 -0.77680
H -0.86476 3.71493 -0.51767
H -6.30951 -1.97904 -0.79757
H -8.20728 -3.60062 -0.66209
H -5.63281 -6.83594 -0.33057
H -3.61416 -5.36465 -0.42434
N 0.61480 -0.28601 6.93380
C 0.54588 -0.18239 5.79253
C 0.46247 -0.05321 4.36213
C 1.55113 -0.40337 3.56804
C 1.46326 -0.27505 2.18914
C 0.29808 0.19170 1.58058
C -0.78300 0.53433 2.38842
C -0.70465 0.42022 3.76993
H 2.45371 -0.77524 4.03564
H 2.32470 -0.55515 1.58750
H -1.70333 0.91002 1.95336
H -1.54207 0.70269 4.39442
Br 1.23075 1.70302 -3.07309
C 1.48382 2.93144 -1.65742
C 1.71176 4.27334 -1.89633
C 1.83551 5.10305 -0.78744
C 1.73017 4.56406 0.48877
C 1.51070 3.20472 0.62449
N 1.39257 2.39577 -0.43895
H 1.77494 4.65568 -2.90531
H 2.00236 6.16373 -0.92465
H 1.80605 5.18732 1.36910
H 1.41572 2.72256 1.59087
C 5.62023 -0.27136 -0.35091
As 4.47976 1.27534 -0.52042
C 4.94579 2.48010 0.90303
C 4.99302 2.12470 -2.16833
H 6.61838 0.13596 -0.17074
H 5.61447 -0.83771 -1.27963
H 5.32242 -0.89858 0.48608
H 6.03814 2.51944 0.89645
H 4.59432 2.10888 1.86327
H 4.53285 3.46538 0.70185
H 6.07590 2.25617 -2.08731
H 4.50715 3.09230 -2.26614
H 4.75677 1.49261 -3.02073
```

Results
**Total energy**: -180709.9597 eV
**HOMO energy (spin up / spin down)**: -13.779 / -15.336 eV
**Charge**: +3
**Multiplicity**: 5
**Gap between HOMO and LUMO (spin up / spin down)**: 4.81 / 4.02 eV

Löwdin atomic charge list, values in e, 8 entries:
1 Pt 1.07
2 C -0.07
3 C -0.10
4 N 0.02
5 C -0.17
6 C -0.03
7 N 0.13
8 C -0.16

---

2.
This record from OMol25 describes one molecule with the formula C16H17N3O4S. The level of theory is ωB97M-V/def2-TZVPD.

```
41
C16H17N3O4S ωB97M-V/def2-TZVPD
C -0.52671 0.83829 4.37127
C -1.54850 0.03271 4.15773
C -1.76910 -0.80916 2.93574
N -0.76189 -0.61632 1.91255
C -0.73082 0.49627 1.14469
S -2.03661 1.70559 1.32693
C -3.07861 1.15488 -0.08699
C -2.28613 0.34694 -1.10157
O -2.30388 -0.87162 -1.04659
N -1.61130 1.03560 -2.03527
C -1.47340 2.47342 -2.03279
C -0.92175 0.31427 -3.08062
N 0.14653 0.77885 0.25849
C 1.12793 -0.13815 0.00378
C 2.07734 0.12894 -0.98362
C 3.05111 -0.81053 -1.27354
C 4.01890 -0.49716 -2.35281
O 3.94548 0.46739 -3.07265
O 5.00116 -1.40029 -2.46712
C 3.10256 -2.02432 -0.57465
C 2.17922 -2.28734 0.40966
C 1.18479 -1.35280 0.70773
C 0.20261 -1.62425 1.75414
O 0.18159 -2.61519 2.45010
H -0.44000 1.40550 5.28086
H 0.26873 0.97341 3.65626
H -2.32767 -0.07922 4.89863
H -1.72546 -1.86831 3.21396
H -2.75852 -0.60222 2.51687
H -3.85796 0.50952 0.32022
H -3.52286 2.05317 -0.50800
H -0.63762 2.73947 -2.67563
H -1.25854 2.83857 -1.02898
H -2.37392 2.96244 -2.41633
H -1.27890 0.64495 -4.05780
H 0.15535 0.47631 -3.01484
H -1.13061 -0.74652 -2.95702
H 2.05309 1.06769 -1.51430
H 5.60013 -1.14736 -3.18701
H 3.86907 -2.74207 -0.81900
H 2.19520 -3.21132 0.96749
```

Results
**Total energy**: -40364.3960 eV
**HOMO energy**: -8.838 eV
**SMILES**: C=CCn1c(SCC(=O)N(C)C)nc2cc(C(=O)O)ccc2c1=O
**ΔE to the lowest compared entry with this formula, charge and spin**: 1.594 eV
**Gap between HOMO and LUMO**: 8.60 eV

Löwdin atomic charge list, values in e, 8 entries:
1 C 0.01
2 C -0.16
3 C -0.17
4 N 0.02
5 C -0.59
6 S 0.99
7 C -0.33
8 C -0.56

---

3.
This record from OMol25 describes C17H33Li3O11P as an isolated structure. The level of theory is ωB97M-V/def2-TZVPD.

```
65
C17H33Li3O11P ωB97M-V/def2-TZVPD
Li -1.92685 11.92731 5.76818
Li 1.29177 11.47809 5.73701
Li -0.63307 13.18217 3.71989
P -0.12379 13.49842 6.04029
O 0.94631 13.24807 4.89064
O -0.23826 12.09092 6.71921
O -1.52076 13.73579 5.34913
O 0.31700 14.71143 6.80744
O -0.95772 9.01275 3.38163
C -0.48074 10.12909 4.02913
O 0.54270 9.97859 4.73224
O -1.09280 11.20401 3.83123
H -0.35718 8.31297 3.66263
C -5.87165 9.36167 3.21896
C -5.08021 8.14123 2.70924
C -4.12641 8.74082 1.66635
O -4.71414 9.93834 1.21607
C -5.39769 10.52332 2.31434
H -5.64086 9.57324 4.26312
H -6.94228 9.20118 3.11674
H -5.76810 7.43488 2.23810
H -4.53485 7.58834 3.47218
H -3.97941 8.07533 0.81369
H -3.14423 8.93566 2.11775
H -6.26681 11.09668 2.00288
H -4.66468 11.13740 2.84224
C -0.93275 7.52059 -1.50201
C -0.73728 8.48248 -0.32874
C -0.09664 7.54485 0.70057
O 0.81512 6.77516 -0.04672
C 0.19156 6.48921 -1.30042
H -0.93540 7.96681 -2.49669
H -1.91232 7.03879 -1.41372
H -1.64219 8.96933 0.03193
H -0.01743 9.26810 -0.56354
H -0.86078 6.91536 1.18354
H 0.39834 8.09319 1.49853
H -0.18434 5.45766 -1.30860
H 0.96070 6.52796 -2.07633
C 1.29364 5.61616 4.83432
C 0.40557 6.35702 5.84210
C -0.98275 6.12524 5.28392
O -0.84179 6.20955 3.88317
C 0.44667 5.65670 3.53341
H 1.49138 4.57381 5.08230
H 2.23027 6.15792 4.72868
H 0.60716 7.43198 5.80432
H 0.48988 6.05246 6.88606
H -1.74018 6.81851 5.65606
H -1.37440 5.13445 5.59153
H 0.93174 6.29665 2.79799
H 0.23401 4.66586 3.13348
C 0.28547 13.03715 0.30138
C -0.74026 11.88000 0.42847
C -1.96193 12.60046 0.97746
O -1.39780 13.50257 1.92652
C -0.28000 14.10869 1.27266
H 0.24827 13.44933 -0.70424
H 1.27387 12.69661 0.59391
H -0.46410 11.08056 1.11091
H -0.97240 11.45545 -0.55193
H -2.67157 11.96596 1.50335
H -2.49914 13.17181 0.20697
H 0.40504 14.43614 2.05814
H -0.61484 15.00392 0.73766
```

Results
**Total energy**: -50601.5919 eV
**HOMO energy**: -3.812 eV
**ΔE to the lowest compared entry with this formula, charge and spin**: 0.000 eV
**Charge**: -1
**Gap between HOMO and LUMO**: 6.04 eV

Löwdin atomic charge list, values in e, 8 entries:
1 Li 0.70
2 Li 0.70
3 Li 0.62
4 P -0.15
5 O -0.57
6 O -0.57
7 O -0.57
8 O -0.40

---

4.
This record from OMol25 describes C3H4ErFNO6P2 as an isolated structure. The level of theory is ωB97M-V/def2-TZVPD.

```
18
C3H4ErFNO6P2 ωB97M-V/def2-TZVPD
O 4.18442 -1.00389 0.29306
C 3.17932 -0.89926 -0.23608
F 2.56427 -1.84670 -0.92525
N 2.32503 0.26750 -0.21732
C 1.48166 0.31484 0.83121
O 1.59466 -0.08362 1.95054
P -0.22192 1.17097 0.60959
C -0.44153 1.67908 -1.18391
O -0.52700 0.71576 -1.90744
O -0.44605 2.91848 -1.41394
P -2.00935 -0.25618 1.23315
O -1.84360 -1.75889 0.18628
O -3.29705 0.35257 0.61681
H 1.90296 0.45384 -1.12118
H -0.26288 2.23408 1.51907
H -2.72750 -2.21894 0.07075
H -3.40278 1.32297 0.64104
Er -2.05267 -3.36261 -0.94636
```

Results
**Total energy**: -65828.6450 eV
**HOMO energy (spin up / spin down)**: -20.944 / -20.783 eV
**Charge**: +3
**Multiplicity**: 4
**Gap between HOMO and LUMO (spin up / spin down)**: 7.05 / 6.35 eV

Löwdin atomic charge list, values in e, 8 entries:
1 O 0.34
2 C -0.49
3 F 0.16
4 N 0.20
5 C -0.57
6 O 0.15
7 P 1.13
8 C -0.74

---

Listing M for the structures above in their given order: 887.555 347.396 465.237 398.272 Da.
Listing max |F| for the structures above in their given order: 0.7 1.0 2.7 7.8 eV/A.